The molecule C5H7I at a distorted geometry. Source: OMol25; level of theory: wB97M-V/def2-TZVPD.

The geometry in XYZ format:
```
13
Properties=species:S:1:pos:R:3:forces:R:3
C -1.241 0.086 0.650 -2.00 0.49 -0.89
C 0.089 0.343 0.081 -1.87 -1.35 1.40
C 0.920 1.337 0.225 3.70 -3.24 -3.31
C 2.029 0.374 -0.768 -2.70 2.91 0.73
I 3.874 -0.017 0.068 0.43 -0.33 0.21
C 0.839 -0.595 -0.755 2.41 -0.22 2.63
H -1.472 -0.676 1.380 0.96 -0.19 0.59
H -1.944 -0.213 -0.126 0.14 -0.25 -0.68
H -1.723 1.005 0.932 0.04 0.59 0.78
H 1.135 2.166 0.782 0.02 2.11 1.23
H 2.124 0.767 -1.776 0.54 0.34 0.14
H 1.119 -1.557 -0.352 -0.17 -0.32 0.73
H 0.469 -0.811 -1.662 -1.49 -0.51 -3.56
```
Forces are in eV/Å.

Computed properties:
frontier orbital gap = 9.73 eV
calculated total energy = -492.309241 Ha
highest occupied orbital energy = -9.0 eV
charge = 0
molecular weight = 194.015 g/mol

natural (NBO) atomic charge list, values in e, 6 entries: C -0.665; C 0.016; C -0.163; C -0.369; I 0.127; C -0.460

The molecule C5H7IN2 at a distorted geometry. Source: OMol25; level of theory: wB97M-V/def2-TZVPD.

The geometry in XYZ format:
```
15
Properties=species:S:1:pos:R:3:forces:R:3
C 1.589 -0.918 -0.174 -1.84 1.35 2.63
C 0.174 -0.465 -0.666 -1.76 -2.51 3.36
C 0.107 0.828 -1.237 1.69 0.01 -3.67
N -0.081 1.913 -0.640 0.11 1.05 -1.35
N -0.349 1.935 0.671 -0.47 1.35 2.21
C -0.925 0.963 1.244 -0.77 0.38 1.99
C -1.023 -0.340 0.622 1.17 -2.27 -1.07
I -3.142 -0.488 -0.139 1.14 -0.12 0.22
H 2.218 -1.560 -0.759 -0.33 -0.45 -0.53
H 1.228 -1.353 0.796 1.36 -0.35 -0.68
H 2.145 -0.031 0.098 0.38 0.14 0.11
H -0.119 -1.329 -1.240 -0.82 0.32 -0.74
H 0.469 0.862 -2.312 -0.80 0.46 1.05
H -1.381 1.141 2.312 1.17 -0.40 -2.04
H -0.913 -1.158 1.423 -0.23 1.03 -1.49
```
Forces are in eV/Å.

Computed properties:
frontier orbital gap = 8.67 eV
calculated total energy = -601.809567 Ha
highest occupied orbital energy = -9.1 eV
charge = 0
molecular weight = 222.029 g/mol

natural (NBO) atomic charge list, values in e, 6 entries: C -0.611; C -0.277; C 0.094; N -0.248; N -0.253; C 0.010